Entry 1:
The following is a DFT calculation (wB97M-V/def2-TZVPD) of 2 unconnected molecules or ions with the total composition C5H10O2.

- Molar mass: 102.133 g/mol
- ΔE to the lowest compared entry with this formula, charge and spin: 89.1 kcal/mol
- Total energy: -346.883491 Eh
- HOMO: -8.09 eV

Cartesian coordinates (Å):
1 C 0.58144 0.53474 3.43265
2 C 0.94482 -0.35989 2.44310
3 C 0.45154 -0.41569 1.10057
4 O 1.32865 -1.22458 0.24933
5 C -0.49614 0.44633 0.47060
6 C -1.05820 0.74129 -0.92819
7 H 0.01759 1.37992 3.10772
8 H 0.58416 0.13734 4.49604
9 H 1.69190 -1.15519 2.63244
10 H 0.81006 -2.01663 -0.08867
11 H -1.10029 0.91446 1.28679
12 H -1.39397 1.84850 -0.91175
13 H -1.76056 0.00862 -1.38048
14 H -0.17735 0.53883 -1.65546
15 O -0.12816 -0.61040 -4.37431
16 H -0.02231 0.31020 -4.66018
17 H -0.27316 -1.07785 -5.22020

=====

Entry 2:
The following is a DFT calculation (wB97M-V/def2-TZVPD) of a single C5H10O2 molecule.

- Molar mass: 102.133 g/mol
- ΔE to the lowest compared entry with this formula, charge and spin: 130.3 kcal/mol
- Total energy: -346.817821 Eh
- HOMO (spin up / spin down): -9.29 / -9.13 eV

Cartesian coordinates (Å):
1 C 1.71944 1.13781 -0.46416
2 O 1.11607 0.14544 -1.27392
3 C 0.31316 -0.79090 -0.64430
4 C 0.74972 -1.26323 0.64302
5 O -1.43097 -1.76121 0.30877
6 C -1.35762 -0.62427 -0.34040
7 C -1.71051 0.66310 0.40150
8 H 1.16455 1.27586 0.47403
9 H 2.75678 0.87635 -0.22318
10 H 1.71359 2.07166 -1.03227
11 H 0.15742 -1.59008 -1.36826
12 H 0.12872 -1.23577 1.52268
13 H 1.82044 -1.42588 0.80050
14 H -1.79432 -0.61113 -1.35411
15 H -1.40434 1.54560 -0.17301
16 H -2.79545 0.71429 0.54344
17 H -1.24324 0.69159 1.39048

=====

Entry 3:
The following is a DFT calculation (wB97M-V/def2-TZVPD) of a single C5H10O2 molecule.

- Molar mass: 102.133 g/mol
- ΔE to the lowest compared entry with this formula, charge and spin: 72.9 kcal/mol
- Total energy: -346.909302 Eh
- HOMO: -9.04 eV

Cartesian coordinates (Å):
1 C 0.33568 -1.78958 -0.85476
2 C -0.09712 -0.50184 -0.88086
3 O 0.01210 -0.00118 -2.13038
4 C -0.35964 0.48741 0.22570
5 C -0.73429 -0.20795 1.52342
6 C 0.92755 1.30756 0.37727
7 O -1.44657 1.31869 -0.15195
8 H 0.04547 -2.43452 -1.69224
9 H 0.68117 -2.26705 0.03898
10 H 0.71809 -0.82641 -2.14180
11 H -1.62130 -0.83362 1.39120
12 H -0.94101 0.54498 2.28847
13 H 0.09283 -0.83612 1.87017
14 H 0.77919 2.07962 1.13558
15 H 1.17929 1.78133 -0.57695
16 H 1.76647 0.66611 0.67329
17 H -1.33791 1.51260 -1.09513

=====

Entry 4:
The following is a DFT calculation (wB97M-V/def2-TZVPD) of a single C5H10O2 molecule.

- Molar mass: 102.133 g/mol
- ΔE to the lowest compared entry with this formula, charge and spin: 55.9 kcal/mol
- Total energy: -346.936340 Eh
- HOMO: -8.62 eV

Cartesian coordinates (Å):
1 C -0.69979 1.78660 0.59669
2 O 0.49906 1.55053 -0.09619
3 C 0.30646 0.81859 -1.29165
4 C -0.37635 -0.55539 -1.16296
5 C 0.16210 -1.55569 -0.16040
6 C 0.64273 -1.25779 1.04902
7 O 1.06318 -2.23355 1.92229
8 H -1.05774 0.86117 1.06483
9 H -1.51877 2.12691 -0.05954
10 H -0.51150 2.50301 1.40428
11 H -0.33082 1.40718 -1.97805
12 H 1.30459 0.73806 -1.74015
13 H -0.29702 -0.99743 -2.16539
14 H -1.45979 -0.38277 -1.02339
15 H 0.08639 -2.61205 -0.45294
16 H 0.70148 -0.23017 1.43008
17 H 1.30085 -1.81273 2.76767

=====

Entry 5:
The following is a DFT calculation (wB97M-V/def2-TZVPD) of a single C5H10O2 molecule.

- Molar mass: 102.133 g/mol
- ΔE to the lowest compared entry with this formula, charge and spin: 105.9 kcal/mol
- Total energy: -346.856674 Eh
- HOMO: -8.09 eV

Cartesian coordinates (Å):
1 C -2.35482 -0.45471 0.02395
2 C -0.93935 -0.86184 0.04466
3 O 0.02350 0.74869 -1.18698
4 C -0.02696 -0.08255 0.95244
5 C 0.95304 0.40522 -0.12603
6 C 1.86600 -0.67022 -0.68606
7 O 1.74999 1.48807 0.23320
8 H -2.65301 0.54031 0.40417
9 H -2.82881 -0.65423 -0.94315
10 H -2.76876 -1.21234 0.71334
11 H -0.55720 1.45419 -0.85677
12 H -0.44891 0.80812 1.47156
13 H 0.43490 -0.73437 1.70268
14 H 2.75216 -0.77944 -0.05464
15 H 1.32088 -1.61343 -0.74262
16 H 2.18099 -0.37460 -1.68967
17 H 1.24252 2.08952 0.79360

=====

Entry 6:
The following is a DFT calculation (wB97M-V/def2-TZVPD) of a single C5H10O2 molecule.

- Molar mass: 102.133 g/mol
- ΔE to the lowest compared entry with this formula, charge and spin: 58.3 kcal/mol
- Total energy: -346.932559 Eh
- HOMO: -9.08 eV

Cartesian coordinates (Å):
1 C 2.27607 -0.47856 0.78013
2 O 0.88763 -0.38018 0.55994
3 C 0.56985 -0.14113 -0.80155
4 C -0.92173 0.04381 -0.96443
5 C -1.88454 -0.53542 0.05153
6 C -1.66420 0.94728 -0.02159
7 O -0.99299 1.63923 0.98345
8 H 2.73029 -1.22293 0.10910
9 H 2.41942 -0.79683 1.81556
10 H 2.77918 0.48816 0.62557
11 H 1.09942 0.76140 -1.15045
12 H 0.92198 -0.98977 -1.41032
13 H -1.23439 0.03616 -2.00739
14 H -2.82316 -0.95250 -0.30274
15 H -1.44397 -1.05254 0.89978
16 H -2.46366 1.56115 -0.42881
17 H -0.25521 1.07268 1.26221

=====

Entry 7:
The following is a DFT calculation (wB97M-V/def2-TZVPD) of 3 unconnected molecules or ions with the total composition C5H10O2.

- Molar mass: 102.133 g/mol
- ΔE to the lowest compared entry with this formula, charge and spin: 144.5 kcal/mol
- Total energy: -346.795118 Eh
- HOMO (spin up / spin down): -7.07 / -7.15 eV

Cartesian coordinates (Å):
1 O -1.66344 -0.19331 1.53601
2 C -1.15124 0.81475 0.76320
3 C 0.06876 0.56388 0.04080
4 C 1.21336 -0.22897 0.68379
5 C 1.78254 -0.96835 -0.53279
6 O 0.60811 -1.40971 -1.20649
7 C -0.32898 -0.42018 -1.11352
8 H -2.55174 0.04907 1.81909
9 H -1.78947 1.19582 -1.07797
10 H -1.47570 1.82265 1.00305
11 H 0.44794 1.50071 -0.37824
12 H 1.94101 0.41971 1.18037
13 H 0.81751 -0.94725 1.40844
14 H 2.38562 -1.84904 -0.29889
15 H 2.36505 -0.29038 -1.17242
16 H -1.31743 -0.88491 -1.06879
17 H -1.31300 0.89269 -1.69923

=====

Entry 8:
The following is a DFT calculation (wB97M-V/def2-TZVPD) of 2 unconnected molecules or ions with the total composition C5H10O2.

- Molar mass: 102.133 g/mol
- ΔE to the lowest compared entry with this formula, charge and spin: 59.2 kcal/mol
- Total energy: -346.931135 Eh
- HOMO: -8.10 eV

Cartesian coordinates (Å):
1 C 2.12433 0.35996 -1.39862
2 C 1.58103 -0.19092 -0.30671
3 C 0.65007 0.43732 0.62389
4 C -0.42136 -0.19097 1.13149
5 C -1.55141 0.47259 1.87364
6 O -0.59546 -1.54503 1.11953
7 H 2.98600 -0.18903 -1.77105
8 H 1.72787 1.16014 -1.99868
9 H 1.81064 -1.24314 -0.12670
10 H 0.67238 1.49785 0.82117
11 H -2.21725 0.85880 1.11675
12 H -1.14867 1.30735 2.43525
13 H -1.96814 -0.21312 2.60040
14 H 0.11972 -1.95584 0.61292
15 O -0.96897 0.07276 -2.32749
16 H -1.83330 -0.00827 -2.74417
17 H -0.96748 -0.63045 -1.66162